# C6H13S

2 unconnected molecules or ions with the total composition C6H13S at a distorted geometry (ωB97M-V with the def2-TZVPD basis set, the Open Molecules 2025 dataset).

Last column: Löwdin charge in e.
Atoms and positions in Å:
C (-0.1088, -1.5454, -3.7059)  -0.26
C (0.7575, -1.2880, -2.4406)  -0.85
S (-0.2686, -0.9345, -1.0334)  0.30
H (-0.4982, -0.5863, -3.9644)  0.02
H (-0.9938, -2.1439, -3.3167)  0.05
H (0.3460, -2.0087, -4.5729)  0.03
H (1.4536, -0.3666, -2.5872)  0.05
H (1.3859, -2.1972, -2.2431)  0.03
C (1.1982, 0.6416, 1.6193)  -0.12
C (-0.1842, 0.8646, 2.1964)  -0.43
C (-0.6291, 0.5212, 3.4529)  0.00
C (-1.1336, 1.5440, 1.2917)  -0.14
H (1.1243, 0.0653, 0.6643)  -0.02
H (1.8499, 0.0637, 2.2842)  0.06
H (1.6337, 1.6257, 1.4219)  0.07
H (-1.6551, 0.6762, 3.7420)  0.02
H (-0.0462, -0.0958, 4.1469)  0.04
H (-2.1926, 1.7407, 1.7444)  0.10
H (-1.2798, 0.9161, 0.3849)  -0.01
H (-0.7591, 2.5073, 0.9151)  0.07

Cartesian forces (eV/Å) of the 2 atoms listed first:
C -0.85 -0.50 1.79
C 1.52 0.22 -0.92

Its charge is -1. The value obtained for the energy above the lowest of the compared OMol25 structures with the same formula, charge and spin is 50.8 kJ/mol. The frontier orbital gap is 6.400 eV. Its max |F| is 2.50 eV/Å.


# C33H56N2O10S

6 unconnected molecules or ions with the total composition C33H56N2O10S at a distorted geometry (ωB97M-V with the def2-TZVPD basis set, the Open Molecules 2025 dataset).

Last column: Löwdin charge in e.
Atoms and positions in Å:
C (3.8980, -0.3160, 0.4288)  -0.18
S (3.9884, -0.0917, -1.4279)  0.77
O (5.2817, 0.7758, -1.6911)  -0.42
O (4.1727, -1.3838, -2.2464)  -0.39
C (2.5593, 1.0189, -2.0321)  -0.18
N (2.6705, 2.4419, -1.5406)  0.08
C (1.5383, 3.3160, -1.9828)  -0.14
C (1.5322, 4.8802, -1.4661)  -0.01
C (0.3581, 5.9691, -1.8650)  -0.05
C (-0.8490, 5.4376, -2.8670)  -0.05
C (-0.8253, 3.8706, -3.3717)  0.00
C (0.3478, 2.7612, -2.9341)  -0.13
N (0.1599, 1.3707, -3.4631)  0.12
C (1.3046, 0.5317, -2.9498)  -0.09
C (1.2176, -1.0726, -3.4189)  -0.15
O (1.0110, -1.9962, -2.2936)  -0.16
C (-0.0660, -1.5613, -1.3935)  -0.21
O (-1.3114, -1.1460, -2.0953)  -0.18
C (-2.2694, -0.6753, -1.0592)  -0.17
C (-3.4288, 0.3298, -1.6465)  -0.18
O (-4.7064, -0.0110, -0.9491)  -0.16
H (3.1782, 0.5357, 0.8527)  0.09
H (4.9416, -0.1119, 0.9720)  0.11
H (3.4350, -1.3443, 0.7392)  0.09
H (2.3985, 5.2606, -0.7465)  0.10
H (0.4000, 7.0661, -1.4281)  0.09
H (-1.6977, 6.1750, -3.2013)  0.09
H (-1.6959, 3.5101, -4.0916)  0.10
H (2.2331, -1.3287, -3.9924)  0.14
H (0.3703, -1.2007, -4.2503)  0.15
H (-0.3828, -2.4842, -0.7145)  0.16
H (0.3219, -0.7385, -0.6401)  0.14
H (-2.8256, -1.5918, -0.5456)  0.14
H (-1.7166, -0.1084, -0.1703)  0.13
H (-3.2004, 1.4517, -1.3877)  0.13
H (-3.5838, 0.2284, -2.8153)  0.15
H (-4.5155, 0.2365, 0.0118)  0.11
C (-7.6436, 3.3247, 1.2671)  -0.17
C (-7.6714, 2.1918, 0.2739)  -0.17
C (-6.6751, 2.6571, -0.7656)  -0.21
O (-5.7013, 3.4566, -0.0801)  -0.15
C (-6.1869, 3.7330, 1.2409)  -0.20
H (-7.9895, 3.0432, 2.2648)  0.09
H (-8.2695, 4.1497, 0.9066)  0.12
H (-7.3121, 1.2721, 0.7504)  0.11
H (-8.6627, 1.9963, -0.1428)  0.12
H (-7.1544, 3.2890, -1.5208)  0.12
H (-6.1777, 1.8247, -1.2717)  0.09
H (-5.5956, 3.1378, 1.9453)  0.11
H (-6.0434, 4.7920, 1.4725)  0.12
C (-7.0162, 1.3071, 6.0841)  -0.19
C (-8.3914, 0.7172, 6.2613)  -0.18
C (-9.2675, 1.7456, 5.5799)  -0.20
O (-8.4816, 2.3350, 4.5348)  -0.15
C (-7.1155, 1.9351, 4.7112)  -0.22
H (-6.2100, 0.5730, 6.1597)  0.11
H (-6.8454, 2.0838, 6.8390)  0.12
H (-8.4558, -0.2395, 5.7296)  0.12
H (-8.6661, 0.5473, 7.3054)  0.12
H (-9.5554, 2.5439, 6.2722)  0.12
H (-10.1755, 1.3077, 5.1554)  0.12
H (-6.8755, 1.2106, 3.9254)  0.12
H (-6.4597, 2.8028, 4.5979)  0.11
C (-1.9450, 2.5432, 5.5196)  -0.18
C (-1.7516, 1.4647, 4.4851)  -0.18
C (-2.9955, 0.6229, 4.6687)  -0.20
O (-4.0341, 1.5066, 5.1131)  -0.16
C (-3.4414, 2.7621, 5.4729)  -0.20
H (-1.3745, 3.4533, 5.3177)  0.12
H (-1.6530, 2.1668, 6.5073)  0.12
H (-1.7457, 1.9091, 3.4829)  0.12
H (-0.8279, 0.8943, 4.6117)  0.12
H (-2.8500, -0.1378, 5.4430)  0.12
H (-3.3053, 0.1258, 3.7449)  0.12
H (-3.7114, 3.4920, 4.7019)  0.12
H (-3.8464, 3.1002, 6.4306)  0.12
C (6.3926, -5.1274, -4.6854)  -0.18
C (6.1947, -4.0828, -3.6174)  -0.18
C (4.9174, -4.5475, -2.9525)  -0.21
O (4.8817, -5.9763, -3.0726)  -0.14
C (5.9013, -6.3817, -3.9963)  -0.21
H (7.4251, -5.2092, -5.0342)  0.11
H (5.7553, -4.9010, -5.5485)  0.12
H (7.0243, -4.1226, -2.9017)  0.11
H (6.1270, -3.0636, -4.0061)  0.12
H (4.0351, -4.1472, -3.4630)  0.11
H (4.8677, -4.2655, -1.8968)  0.11
H (6.7028, -6.8579, -3.4212)  0.11
H (5.4930, -7.1139, -4.6984)  0.12
C (10.7983, -3.7339, -1.5811)  -0.18
C (11.2609, -5.0671, -2.1096)  -0.18
C (10.2360, -5.3544, -3.1851)  -0.21
O (9.8097, -4.0867, -3.7030)  -0.15
C (10.2957, -3.0532, -2.8353)  -0.20
H (11.5822, -3.1665, -1.0730)  0.11
H (9.9699, -3.8806, -0.8778)  0.12
H (12.2553, -4.9627, -2.5594)  0.12
H (11.3106, -5.8491, -1.3477)  0.12
H (9.3566, -5.8593, -2.7714)  0.11
H (10.6403, -5.9665, -3.9965)  0.12
H (11.1070, -2.5336, -3.3568)  0.12
H (9.4957, -2.3359, -2.6320)  0.12

Cartesian forces (eV/Å) of the 2 atoms listed first:
C -1.09 0.72 2.03
S 6.62 0.22 -3.88

The value obtained for the energy above the lowest of the compared OMol25 structures with the same formula, charge and spin is 1712.8 kJ/mol. As for the structure (SMILES): CS(=O)(=O)c1nc2ccccc2nc1COCOCCO.C1CCOC1.C1CCOC1.C1CCOC1.C1CCOC1.C1CCOC1. The frontier orbital gap is 6.988 eV. Its max |F| is 7.97 eV/Å.


# C28H22BF37O4

5 unconnected molecules or ions with the total composition C28H22BF37O4 at a distorted geometry (ωB97M-V with the def2-TZVPD basis set, the Open Molecules 2025 dataset).

Last column: Löwdin charge in e.
Atoms and positions in Å:
B (-0.4912, -2.2943, -1.2722)  0.18
C (-0.8373, -3.8109, -1.5805)  -0.49
F (-1.0892, -4.0465, -2.9164)  0.06
F (-1.9170, -4.2792, -0.8776)  0.06
C (0.4180, -4.5495, -1.1984)  -0.16
C (0.4599, -5.3857, -0.1356)  0.00
C (1.6352, -5.9981, 0.1656)  -0.05
C (2.7313, -5.7506, -0.5722)  -0.02
C (2.6925, -4.9050, -1.6289)  -0.10
C (3.9241, -4.5883, -2.4383)  -0.55
F (3.6329, -3.8978, -3.5597)  0.14
F (4.6012, -5.6886, -2.8074)  0.15
F (4.7563, -3.8004, -1.7120)  0.13
C (1.5132, -4.2999, -1.9494)  0.04
H (-0.5952, -1.9660, -0.1421)  0.05
H (-0.1010, -1.6006, -2.1491)  0.06
H (-0.4281, -5.5462, 0.4537)  0.13
H (1.6719, -6.6835, 0.9988)  0.12
H (3.6665, -6.2332, -0.3098)  0.14
H (1.4493, -3.6327, -2.7914)  0.14
C (1.8610, 2.4103, 3.1313)  -0.03
C (0.4263, 2.8099, 2.7349)  -0.43
C (-0.7420, 2.0565, 3.3779)  -0.30
F (-0.7233, 0.7413, 3.0812)  0.10
F (-1.9022, 2.5631, 2.9074)  0.09
F (0.3134, 2.7875, 1.3825)  0.12
F (0.2809, 4.1064, 3.1187)  0.11
O (2.5979, 1.5507, 2.2583)  0.03
C (2.4849, 0.1742, 2.3467)  -0.53
C (1.9037, -0.4347, 1.0675)  -0.28
F (0.6908, 0.0812, 0.7923)  0.09
F (1.7569, -1.7725, 1.2132)  0.09
F (1.8021, -0.2010, 3.4436)  0.15
F (3.7388, -0.3130, 2.4852)  0.15
H (2.4242, 3.3418, 3.0975)  0.13
H (1.9160, 2.0752, 4.1663)  0.15
H (-0.7249, 2.1789, 4.4648)  0.18
H (2.5609, -0.2426, 0.2158)  0.18
C (4.5429, 3.7871, 0.3120)  -0.04
C (3.7658, 5.0457, 0.7360)  -0.43
C (2.3274, 5.2002, 0.2400)  -0.30
F (2.2510, 5.2757, -1.1014)  0.11
F (1.8099, 6.3471, 0.7460)  0.09
F (4.4864, 6.1485, 0.4426)  0.14
F (3.6775, 4.9865, 2.1008)  0.09
O (5.4610, 3.8845, -0.7703)  0.05
C (5.0706, 3.7229, -2.0845)  -0.53
C (5.2891, 4.9942, -2.9111)  -0.29
F (4.6084, 6.0345, -2.3936)  0.10
F (4.8442, 4.7862, -4.1718)  0.10
F (3.8072, 3.2639, -2.1815)  0.15
F (5.8713, 2.7703, -2.6152)  0.14
H (5.1831, 3.5598, 1.1638)  0.15
H (3.8854, 2.9237, 0.2078)  0.14
H (1.7088, 4.3677, 0.5842)  0.15
H (6.3509, 5.2478, -2.9394)  0.18
C (-3.4193, -6.4248, -2.9153)  -0.04
C (-4.9501, -6.4992, -2.7664)  -0.44
C (-5.5252, -7.4191, -1.6867)  -0.31
F (-5.2016, -8.7102, -1.8898)  0.10
F (-6.8769, -7.3318, -1.7061)  0.09
F (-5.5088, -6.7796, -3.9649)  0.13
F (-5.3571, -5.2417, -2.4277)  0.10
O (-2.7996, -7.1901, -3.9451)  0.05
C (-2.4217, -8.5030, -3.7652)  -0.53
C (-3.1727, -9.4538, -4.7031)  -0.29
F (-4.5037, -9.3726, -4.5191)  0.10
F (-2.7910, -10.7272, -4.4456)  0.10
F (-2.5138, -8.8848, -2.4755)  0.15
F (-1.1120, -8.5835, -4.1002)  0.14
H (-3.2202, -5.3971, -3.2131)  0.13
H (-2.9103, -6.5495, -1.9599)  0.14
H (-5.1746, -7.1145, -0.6964)  0.17
H (-2.9467, -9.2127, -5.7439)  0.17
C (-4.1149, 6.7122, 2.1283)  -0.04
C (-3.8308, 5.3763, 2.8423)  -0.44
C (-3.8289, 5.3613, 4.3735)  -0.30
F (-2.8777, 6.1594, 4.8921)  0.10
F (-3.5771, 4.0997, 4.8008)  0.09
F (-2.6837, 4.8467, 2.3675)  0.12
F (-4.8387, 4.5324, 2.4750)  0.10
O (-3.0160, 7.4633, 1.6277)  0.05
C (-2.3308, 8.3830, 2.3973)  -0.53
C (-0.8694, 7.9758, 2.6008)  -0.28
F (-0.7784, 6.7689, 3.1924)  0.09
F (-0.2548, 8.8779, 3.4017)  0.10
F (-2.9577, 8.6272, 3.5657)  0.15
F (-2.3260, 9.5455, 1.7071)  0.15
H (-4.6525, 6.4248, 1.2255)  0.15
H (-4.8067, 7.3362, 2.6946)  0.15
H (-4.8037, 5.6687, 4.7627)  0.17
H (-0.3468, 7.9333, 1.6426)  0.17

Cartesian forces (eV/Å) of the 2 atoms listed first:
B -0.34 -0.27 0.13
C 0.25 0.48 -0.12

As for the structure (SMILES): BC(F)(F)c1cccc(C(F)(F)F)c1.FC(F)C(F)(F)COC(F)(F)C(F)F.FC(F)C(F)(F)COC(F)(F)C(F)F.FC(F)C(F)(F)COC(F)(F)C(F)F.FC(F)C(F)(F)COC(F)(F)C(F)F. The frontier orbital gap is 9.890 eV. Its max |F| is 2.63 eV/Å.


# C6H9FS

A molecular structure, C6H9FS (ωB97M-V with the def2-TZVPD basis set, the Open Molecules 2025 dataset).

Last column: Löwdin charge in e.
Atoms and positions in Å:
C (0.6056, 0.3731, -0.5252)  -0.80
C (-0.8324, 0.8764, -0.3868)  -0.12
C (-1.3334, -0.1025, 0.7018)  -0.30
C (-0.0734, -0.9257, 0.8971)  -0.22
C (1.0294, 0.1520, 0.9563)  -0.10
C (0.3507, -1.1588, -0.5681)  -0.11
H (0.9771, 1.2353, -2.7209)  -0.13
H (-0.8777, 1.9080, -0.0193)  0.13
H (-1.3795, 0.7971, -1.3377)  0.12
H (-2.2063, -0.6800, 0.4252)  0.15
H (-0.1526, -1.7431, 1.6090)  0.14
H (0.8870, 0.9734, 1.6454)  0.11
H (2.0456, -0.2579, 1.0274)  0.12
H (-0.3862, -1.5307, -1.3089)  0.12
H (1.2695, -1.7393, -0.6606)  0.12
F (-1.6687, 0.5672, 1.8674)  -0.01
S (1.7452, 1.2555, -1.6021)  0.77

Cartesian forces (eV/Å) of the 2 atoms listed first:
C 0.09 -0.20 0.10
C -0.17 0.41 -0.07

The value obtained for the energy above the lowest of the compared OMol25 structures with the same formula, charge and spin is 56.8 kJ/mol. The frontier orbital gap is 9.957 eV. Its max |F| is 0.72 eV/Å.


Question: Which value of frontier orbital gap does entry 2 give?
Answer: 6.988 eV